Molecular formula: C3H4N2OS
Method: DFT, ωB97M-V/def2-TZVPD

Structure (XYZ):
```
11
Properties=species:S:1:pos:R:3:lowdin_charge:R:1
C -1.415 -1.067 0.679 -0.30
C -1.599 1.277 0.579 -0.36
C 1.471 1.556 -1.378 -0.68
N -1.196 0.211 0.244 0.09
N -1.746 -1.224 1.868 0.15
O -1.797 2.379 0.745 0.22
S 1.778 0.825 -0.005 0.69
H -1.224 -1.741 -0.164 0.13
H 0.797 1.187 -2.192 0.02
H 1.786 2.657 -1.499 0.03
H -1.813 -2.136 2.136 0.01
```

Summary:
- Spin multiplicity: 3
- Maximum force: 0.0941 Eh/bohr
- LUMO level (spin up / spin down): 0.8 / -2.2 eV
- Electronic energy: -19034.7534 eV
- Kohn-Sham gap (spin up / spin down): 7.72 / 8.17 eV
- Relative energy (zero: lowest compared OMol25 entry of this formula, charge and spin): 14.03 kcal/mol